[1]
Density functional theory data (ωB97M-V/def2-TZVPD) for a molecular structure, C32H47B2F4N6O5SSeTi at a distorted geometry.

ORCA input file:
```
! RIJCOSX wB97M-V def2-TZVPD def2/J DEFGRID3
* xyz 1 3
Ti 1.240 0.233 1.196
C 2.929 2.030 -2.340
C 2.409 1.139 -1.263
N 2.177 1.539 -0.045
O 2.576 2.764 0.337
B 1.849 3.301 1.562
F 2.345 4.534 1.818
F 0.483 3.302 1.250
O 2.101 2.500 2.863
N 1.682 1.201 2.895
C 2.095 0.371 3.998
C 2.673 0.960 5.228
C 1.949 -1.002 3.729
N 1.694 -1.285 2.452
O 1.514 -2.555 2.051
B 0.605 -2.576 0.846
F 0.022 -3.782 0.716
F -0.349 -1.501 1.133
O 1.244 -2.201 -0.467
N 1.571 -0.883 -0.462
C 2.095 -0.297 -1.488
C 2.402 -0.997 -2.760
C 2.113 -2.052 4.776
H 3.906 1.700 -2.695
H 3.011 3.048 -1.971
H 2.245 2.019 -3.194
H 2.747 2.040 5.130
H 3.671 0.558 5.418
H 2.058 0.727 6.102
H 3.482 -1.157 -2.827
H 2.101 -0.398 -3.620
H 1.910 -1.967 -2.786
H 1.374 -1.916 5.566
H 3.102 -1.987 5.231
H 1.987 -3.041 4.345
C -1.313 3.258 -3.219
C -2.258 2.089 -3.500
C -1.533 0.875 -4.079
C -0.719 0.103 -3.052
N -1.567 -0.621 -2.095
C -1.892 -0.254 -0.851
Se -1.099 1.226 0.043
N -2.807 -1.089 -0.370
C -3.496 -0.970 0.921
C -4.642 0.033 0.872
C -5.779 -0.312 -0.101
C -5.568 0.234 -1.515
C -3.074 -2.072 -1.331
C -3.940 -3.160 -1.329
C -3.986 -3.913 -2.484
C -3.190 -3.601 -3.601
C -2.326 -2.526 -3.593
C -2.297 -1.766 -2.429
H -1.869 4.158 -2.954
H -0.709 3.490 -4.100
H -0.635 3.052 -2.386
H -3.029 2.405 -4.204
H -2.780 1.805 -2.580
H -0.845 1.202 -4.864
H -2.248 0.193 -4.547
H -0.081 0.775 -2.481
H -0.089 -0.643 -3.530
H -2.746 -0.698 1.662
H -3.864 -1.964 1.169
H -4.243 1.019 0.617
H -5.032 0.104 1.892
H -6.704 0.111 0.292
H -5.926 -1.396 -0.135
H -5.436 1.318 -1.490
H -6.431 0.022 -2.147
H -4.696 -0.199 -2.009
H -4.544 -3.415 -0.469
H -4.651 -4.765 -2.531
H -3.258 -4.219 -4.486
H -1.703 -2.294 -4.447
C -2.421 0.969 4.034
S -2.647 2.096 2.666
C -1.680 3.487 3.234
O 0.326 1.025 2.578
H -2.766 1.454 4.948
H -1.374 0.690 4.119
H -3.026 0.084 3.846
H -2.096 3.830 4.182
H -1.759 4.270 2.484
H -0.635 3.205 3.343
C 3.763 0.250 1.442
C 4.467 -0.505 0.409
C 4.559 -1.906 0.428
C 5.278 -2.582 -0.536
C 5.928 -1.882 -1.556
C 5.844 -0.503 -1.597
C 5.106 0.177 -0.625
H 3.994 1.306 1.467
H 3.757 -0.209 2.417
H 4.057 -2.458 1.215
H 5.349 -3.662 -0.495
H 6.514 -2.415 -2.294
H 6.369 0.051 -2.366
H 5.088 1.261 -0.619
*
```

HOMO level (alpha / beta)   -9.7 / -9.9 eV
Orbital gap (alpha / beta)   6.7 / 4.3 eV
Total energy   -164644.23327 eV
F_max   1.4 eV/A

[2]
Density functional theory data (ωB97M-V/def2-TZVPD) for 11 unconnected molecules or ions with the total composition C32H47F21N4O22 at a distorted geometry.

ORCA input file:
```
! RIJCOSX wB97M-V def2-TZVPD def2/J DEFGRID3
* xyz 0 1
C -0.420 -0.139 -0.434
N -0.655 1.271 -0.199
O -1.485 1.806 -0.945
O -0.007 1.788 0.713
H -1.390 -0.598 -0.621
H 0.105 -0.642 0.378
H 0.199 -0.231 -1.327
C -3.857 3.639 -1.313
N -4.939 3.006 -0.526
O -5.060 1.790 -0.561
O -5.675 3.737 0.097
H -3.280 2.997 -1.978
H -3.145 4.145 -0.661
H -4.378 4.390 -1.906
C 1.028 -3.429 3.783
N 1.496 -2.342 2.902
O 1.007 -1.234 3.104
O 2.278 -2.622 2.037
H 1.672 -4.277 3.551
H -0.007 -3.611 3.492
H 1.176 -2.971 4.761
C -4.487 -0.932 -3.295
N -3.054 -0.477 -3.483
O -2.107 -1.177 -3.182
O -2.919 0.669 -4.006
H -4.950 -0.030 -2.893
H -4.496 -1.749 -2.573
H -4.816 -1.184 -4.303
C -0.115 -4.038 -2.894
C -0.662 -3.875 -1.502
O -0.732 -5.168 -0.949
C -0.933 -5.314 0.360
O -1.104 -4.417 1.145
C -0.792 -6.784 0.873
F 0.148 -6.822 1.862
F -1.925 -7.294 1.329
F -0.307 -7.580 -0.050
H 0.050 -3.033 -3.282
H -0.833 -4.450 -3.603
H 0.831 -4.579 -2.860
H -1.536 -3.223 -1.506
H 0.111 -3.383 -0.912
C -0.460 5.943 3.793
C 0.841 5.320 4.203
O 0.825 3.878 3.946
C 1.984 3.132 3.853
O 3.102 3.596 3.933
C 1.701 1.607 3.711
F 2.214 0.986 4.801
F 0.407 1.293 3.567
F 2.405 1.143 2.626
H -0.468 7.030 3.875
H -1.371 5.626 4.300
H -0.663 5.791 2.732
H 1.090 5.409 5.260
H 1.682 5.736 3.648
C 1.275 -0.684 -5.023
C 2.308 -1.775 -5.051
O 3.633 -1.153 -4.750
C 4.740 -2.018 -4.790
O 4.616 -3.224 -4.998
C 6.047 -1.383 -4.568
F 6.642 -1.951 -3.538
F 6.807 -1.594 -5.666
F 6.001 -0.062 -4.215
H 1.356 -0.316 -4.000
H 0.267 -1.088 -5.115
H 1.371 0.225 -5.616
H 2.324 -2.242 -6.036
H 2.077 -2.563 -4.334
C 4.387 1.272 -0.679
C 3.258 0.312 -0.996
O 3.700 -0.978 -0.716
C 2.989 -2.053 -1.181
O 1.946 -2.002 -1.851
C 3.729 -3.339 -0.998
F 4.789 -3.137 -0.247
F 3.032 -4.276 -0.404
F 3.998 -3.744 -2.204
H 4.972 1.428 -1.586
H 5.034 1.051 0.169
H 4.019 2.249 -0.366
H 3.156 0.440 -2.074
H 2.293 0.532 -0.538
C -2.596 2.924 2.675
C -3.355 2.926 4.014
O -2.958 1.856 4.779
C -1.990 2.037 5.716
O -1.601 3.110 6.074
C -1.514 0.731 6.401
F -0.332 0.915 7.051
F -2.467 0.453 7.252
F -1.383 -0.285 5.506
H -2.580 2.057 2.014
H -1.572 3.073 3.018
H -2.888 3.755 2.032
H -4.413 2.786 3.791
H -3.210 3.856 4.564
C -2.536 -1.212 1.919
C -3.451 -1.918 2.918
O -3.846 -3.212 2.516
C -4.623 -3.375 1.445
O -4.947 -2.449 0.715
C -4.927 -4.868 1.172
F -4.528 -5.190 -0.034
F -4.429 -5.692 2.014
F -6.270 -5.077 1.279
H -1.849 -1.845 1.357
H -1.890 -0.528 2.469
H -3.083 -0.681 1.140
H -4.252 -1.229 3.186
H -2.809 -2.077 3.785
C 4.008 3.119 -4.216
C 3.693 3.930 -2.927
O 2.380 4.487 -2.955
C 1.380 3.741 -2.330
O 1.570 2.671 -1.720
C -0.019 4.384 -2.400
F 0.034 5.607 -2.972
F -0.926 3.636 -3.036
F -0.442 4.530 -1.149
H 3.414 2.224 -4.403
H 5.076 2.900 -4.192
H 3.779 3.716 -5.099
H 4.385 4.771 -2.871
H 3.874 3.391 -1.997
*
```

HOMO level   -11.1 eV
Orbital gap   10.9 eV
Total energy   -142008.24823 eV
F_max   6.1 eV/A
SMILES   CCOC(=O)C(F)(F)F.CCOC(=O)C(F)(F)F.CCOC(=O)C(F)(F)F.CCOC(=O)C(F)(F)F.CCOC(=O)C(F)(F)F.CCOC(=O)C(F)(F)F.CCOC(=O)C(F)(F)F.C[N+](=O)[O-].C[N+](=O)[O-].C[N+](=O)[O-].C[N+](=O)[O-]

[3]
Density functional theory data (ωB97M-V/def2-TZVPD) for 3 unconnected molecules or ions with the total composition C32H47F24N2O9S2.

ORCA input file:
```
! RIJCOSX wB97M-V def2-TZVPD def2/J DEFGRID3
* xyz 1 1
C -0.150 -2.599 2.220
S 1.243 -1.506 2.146
O 1.551 -1.049 3.474
O 2.248 -2.170 1.358
C 0.598 -0.085 1.195
C -0.772 0.278 1.853
C -1.403 1.705 1.674
C -1.506 2.609 2.963
C -1.327 1.909 4.299
O 0.050 1.561 4.478
C -2.838 1.519 1.116
F -3.306 2.766 0.828
F -2.830 0.797 -0.012
C -4.006 0.917 1.991
F -4.189 1.672 3.079
F -5.081 1.042 1.183
C -3.997 -0.573 2.414
F -3.739 -1.333 1.345
F -2.995 -0.771 3.306
C -5.290 -1.097 3.148
F -5.160 -0.700 4.424
F -5.197 -2.435 3.100
C -6.762 -0.687 2.771
F -6.864 0.623 3.033
F -7.491 -1.353 3.673
C -7.457 -0.937 1.346
F -7.557 0.259 0.753
F -8.689 -1.381 1.611
C -6.885 -1.883 0.235
F -5.752 -1.365 -0.257
F -7.817 -1.844 -0.728
C -6.656 -3.392 0.608
F -5.357 -3.623 0.785
F -7.297 -3.684 1.737
F -7.093 -4.179 -0.356
C -0.454 2.439 0.687
O -0.396 1.782 -0.524
S -0.824 4.194 0.097
O 0.398 4.533 -0.578
O -1.355 5.021 1.128
C -2.102 4.091 -1.358
F -2.639 2.898 -1.554
F -3.033 4.958 -1.014
C -1.402 4.500 -2.693
F -0.353 3.673 -2.835
F -1.009 5.762 -2.634
C -2.311 4.319 -3.946
F -2.483 3.035 -4.212
F -3.491 4.883 -3.750
F -1.710 4.893 -4.973
N 0.896 2.354 1.448
C 1.776 3.605 1.615
N 2.424 3.489 2.898
C 1.615 1.082 0.966
C 3.030 0.914 1.520
C 3.882 0.104 0.510
C 5.063 -0.630 1.164
C 5.292 -2.057 0.640
O 5.381 -2.987 1.729
H -0.754 -2.364 3.096
H -0.753 -2.538 1.311
H 0.293 -3.595 2.296
H 0.390 -0.512 0.209
H -1.474 -0.432 1.419
H -0.718 0.036 2.913
H -0.729 3.384 2.944
H -2.428 3.189 2.927
H -1.669 2.570 5.104
H -1.907 0.990 4.378
H 0.517 2.303 4.885
H 0.259 2.183 -1.124
H 0.690 2.141 2.439
H 1.131 4.476 1.565
H 2.489 3.645 0.793
H 3.281 4.030 2.923
H 1.824 3.852 3.633
H 1.767 1.206 -0.108
H 3.509 1.889 1.591
H 3.050 0.496 2.527
H 3.270 -0.603 -0.056
H 4.265 0.835 -0.215
H 5.974 -0.039 1.004
H 4.941 -0.695 2.251
H 6.235 -2.159 0.099
H 4.464 -2.371 -0.004
H 4.494 -3.330 1.895
C 1.592 1.452 -5.366
C 2.254 1.983 -4.107
O 2.436 1.012 -3.083
C 3.268 -0.092 -3.419
C 4.692 0.294 -3.777
H 0.666 0.930 -5.121
H 1.360 2.279 -6.038
H 2.236 0.759 -5.908
H 1.618 2.740 -3.651
H 3.202 2.475 -4.349
H 2.817 -0.677 -4.228
H 3.265 -0.723 -2.530
H 4.746 0.851 -4.712
H 5.297 -0.605 -3.895
H 5.131 0.908 -2.989
C 3.863 -6.335 -1.288
C 3.058 -5.048 -1.286
O 3.517 -4.079 -2.215
C 3.480 -4.465 -3.579
C 2.087 -4.784 -4.095
H 4.924 -6.118 -1.164
H 3.539 -6.978 -0.468
H 3.738 -6.897 -2.215
H 3.149 -4.563 -0.312
H 1.993 -5.258 -1.445
H 4.153 -5.310 -3.758
H 3.890 -3.612 -4.120
H 1.676 -5.686 -3.642
H 2.120 -4.943 -5.173
H 1.405 -3.957 -3.886
*
```

HOMO level   -11.4 eV
Orbital gap   8.7 eV
Total energy   -142233.98440 eV
F_max   0.7 eV/A

[4]
Density functional theory data (ωB97M-V/def2-TZVPD) for 2 unconnected molecules or ions with the total composition C32H47FN3O5 at a distorted geometry.

ORCA input file:
```
! RIJCOSX wB97M-V def2-TZVPD def2/J DEFGRID3
* xyz 1 1
C 0.065 -3.758 0.740
C -1.361 -4.218 1.112
C -2.417 -3.833 0.053
N -3.058 -2.529 0.362
C -2.318 -1.405 -0.104
C -1.591 -0.662 0.732
C -1.492 -0.886 2.213
C -0.859 0.517 0.157
O 0.192 0.928 0.602
C -1.554 1.187 -0.982
C -1.432 2.556 -1.197
O -0.646 3.365 -0.438
C -2.141 3.148 -2.257
N -1.996 4.550 -2.434
C -1.211 4.908 -3.372
C -1.490 6.162 -4.158
C 0.047 4.168 -3.759
C -2.972 2.403 -3.102
C -3.772 3.102 -4.185
C -5.017 3.838 -3.657
C -5.868 3.030 -2.677
F -4.685 5.051 -3.073
C -3.050 0.996 -2.919
C -3.885 0.156 -3.858
C -3.214 0.135 -5.241
C -2.349 -1.032 -5.514
O -3.652 -0.852 -6.115
C -2.342 0.416 -1.854
C -2.354 -1.047 -1.562
O -2.362 -1.914 -2.400
H 0.494 -3.156 1.544
H 0.716 -4.623 0.624
H 0.089 -3.164 -0.171
H -1.705 -3.790 2.051
H -1.366 -5.306 1.148
H -3.205 -4.579 0.032
H -1.891 -3.787 -0.901
H -3.961 -2.507 -0.099
H -1.257 0.073 2.672
H -2.462 -1.185 2.606
H -0.774 -1.645 2.512
H -0.765 3.188 0.500
H -1.247 5.934 -5.196
H -2.527 6.465 -4.066
H -0.812 6.942 -3.807
H 0.528 3.787 -2.860
H -0.201 3.285 -4.354
H 0.741 4.794 -4.311
H -3.164 3.804 -4.751
H -4.173 2.379 -4.885
H -5.653 4.093 -4.507
H -5.752 3.469 -1.688
H -6.915 3.048 -2.965
H -5.577 1.985 -2.614
H -3.915 -0.889 -3.590
H -4.889 0.552 -4.007
H -2.893 1.083 -5.654
H -1.564 -0.838 -6.231
H -2.372 -1.874 -4.845
C 3.720 -2.157 2.169
C 3.592 -1.145 3.343
C 4.596 0.011 3.183
C 6.045 -0.372 3.476
C 6.182 -1.023 4.852
C 5.254 -2.232 5.045
N 3.834 -1.831 4.671
O 3.317 -1.236 5.560
C 5.753 -3.411 4.187
C 5.320 -2.738 6.484
C 2.177 -0.588 3.238
H 4.574 -1.942 1.529
H 3.806 -3.187 2.511
H 2.830 -2.141 1.545
H 4.309 0.828 3.855
H 4.507 0.399 2.170
H 6.428 -1.038 2.700
H 6.666 0.525 3.440
H 7.207 -1.356 5.010
H 5.973 -0.275 5.625
H 5.050 -4.244 4.213
H 6.700 -3.768 4.584
H 5.934 -3.146 3.148
H 5.108 -1.958 7.214
H 6.323 -3.102 6.687
H 4.623 -3.561 6.646
H 1.437 -1.373 3.404
H 1.996 -0.166 2.251
H 1.997 0.210 3.959
*
```

HOMO level   -10.0 eV
Orbital gap   3.4 eV
Total energy   -51360.27320 eV
F_max   5.2 eV/A

> What is the formula in the second record?

C32H47F21N4O22